Record 1
C6H15N4 | ωB97M-V with the def2-TZVPD basis set

Summary:
Kohn-Sham gap, eV: 9.929
Energy relative to the best compared isomer or geometry (same formula, charge and spin), eV: 3.8548
Total charge: +1

Last columns: bonded neighbours and bond lengths (Å).
Cartesian coordinates (Å):
1 C -2.0268 -1.2380 0.0363  C2 1.202, C6 1.454
2 C -1.3578 -2.2116 0.2602  C1 1.202, H12 1.050
3 C -3.0362 0.8009 0.9824  C6 1.530, H13 1.092, H14 1.089, H15 1.089
4 C -2.0790 0.7816 -1.3560  C6 1.532, H16 1.091, H17 1.088, H18 1.086
5 C 3.7567 -1.0090 -0.4643  N9 1.443, H19 1.091, H20 1.091, H21 1.088
6 C -2.7872 -0.0385 -0.2729  C1 1.454, C3 1.530, C4 1.532, H22 1.096
7 N 0.6294 0.0240 0.7813  N10 1.277, H11 1.039, H23 1.017
8 N 3.1071 1.1529 0.4303  N9 1.381, H24 1.012, H25 1.014
9 N 2.7435 -0.1291 0.0664  C5 1.443, N8 1.381, N10 1.249
10 N 1.6091 -0.6121 0.2663  N7 1.277, N9 1.249
11 H -0.2590 -0.5140 0.7778  N7 1.039
12 H -0.8521 -3.1108 0.4575  C2 1.050
13 H -2.0986 1.1199 1.4420  C3 1.092
14 H -3.6057 1.6909 0.7183  C3 1.089
15 H -3.6054 0.2362 1.7201  C3 1.089
16 H -1.1477 1.2076 -0.9795  C4 1.091
17 H -1.8504 0.1612 -2.2202  C4 1.088
18 H -2.7212 1.5964 -1.6779  C4 1.086
19 H 4.1179 -0.6385 -1.4252  C5 1.091
20 H 4.5954 -1.0807 0.2305  C5 1.091
21 H 3.3155 -1.9942 -0.5988  C5 1.088
22 H -3.7549 -0.3686 -0.6670  C6 1.096
23 H 0.7114 0.9501 1.1941  N7 1.017
24 H 4.0843 1.3460 0.2543  N8 1.012
25 H 2.5115 1.8775 0.0439  N8 1.014

Record 2
C6H15N5S | ωB97M-V with the def2-TZVPD basis set

Summary:
Kohn-Sham gap (spin up / spin down), eV: 5.925 / 7.907
Energy relative to the best compared isomer or geometry (same formula, charge and spin), eV: 4.4338
Total charge: +2
SMILES: C\C=C(N)/N=C(SC)\[N+](N)=C\[NH3+]

Last columns: bonded neighbours and bond lengths (Å).
Cartesian coordinates (Å):
1 C -2.3862 0.8144 -0.2199  C2 1.461, H13 1.015, H14 1.176, H15 1.086
2 C -1.4179 0.8932 -1.3111  C1 1.461, C3 1.359, H16 1.078
3 C -0.1047 1.1653 -1.0903  C2 1.359, N4 1.312, N5 1.398
4 N 0.7025 1.1346 -2.1241  C3 1.312, H17 1.012, H18 0.972
5 N 0.4029 1.1878 0.2125  C3 1.398, C6 1.283
6 C 0.9906 0.2311 0.8324  N5 1.283, S7 1.655, N9 1.451
7 S 1.5540 0.4239 2.3770  C6 1.655, C8 1.814
8 C 1.0028 2.1355 2.6144  S7 1.814, H19 1.076, H20 1.128, H21 1.028
9 N 0.8934 -1.1251 0.3251  C6 1.451, N10 1.392, C11 1.346
10 N 0.7145 -2.0925 1.3092  N9 1.392, H22 1.018, H23 1.058
11 C 0.5305 -1.4656 -0.9253  N9 1.346, N12 1.419, H24 1.074
12 N -0.0964 -2.7268 -1.0953  C11 1.419, H25 0.993, H26 1.083, H27 1.054
13 H -2.0317 1.3480 0.5677  C1 1.015
14 H -2.6549 -0.1858 0.3365  C1 1.176
15 H -3.2248 1.2756 -0.7337  C1 1.086
16 H -1.6589 0.8058 -2.3581  C2 1.078
17 H 0.3699 1.7889 -2.8209  N4 1.012
18 H 1.6139 1.3785 -1.8910  N4 0.972
19 H 0.0152 2.2674 2.2076  C8 1.076
20 H 1.5520 2.7276 1.8266  C8 1.128
21 H 0.9535 2.3904 3.6091  C8 1.028
22 H 0.4836 -1.6212 2.1818  N10 1.018
23 H 1.6580 -2.5699 1.3462  N10 1.058
24 H 0.9033 -0.9505 -1.7904  C11 1.074
25 H 0.5068 -3.4359 -1.4397  N12 0.993
26 H -0.4136 -3.0842 -0.1230  N12 1.083
27 H -0.8583 -2.7102 -1.8232  N12 1.054

Record 3
C6H15NO | ωB97M-V with the def2-TZVPD basis set

Summary:
Kohn-Sham gap (spin up / spin down), eV: 2.912 / 8.023
Expectation value of S²: 0.751
Energy relative to the best compared isomer or geometry (same formula, charge and spin), eV: 1.3068
Total charge: -1
Multiplicity: 2

Last columns: bonded neighbours and bond lengths (Å).
Cartesian coordinates (Å):
1 C -0.6929 1.0789 -2.1357  C2 1.540, H8 1.115, H9 1.076, H10 1.106
2 C 0.4318 0.3287 -1.3974  C1 1.540, C5 1.504, H11 1.096, H12 1.101
3 N -1.0304 -1.5797 0.3315  C4 1.410, H13 1.087, H14 0.965
4 C -0.4301 -0.4317 0.8877  N3 1.410, C5 1.355, C7 1.446
5 C 0.2747 0.4126 0.0964  C2 1.504, C4 1.355, C6 1.516
6 C 0.8807 1.5810 0.8496  C5 1.516, H15 1.099, H16 1.107, H17 1.128
7 C -0.7573 -0.1851 2.2744  C4 1.446, H18 1.152, H19 1.132, H20 1.135
8 H -1.6041 0.5499 -2.4995  C1 1.115
9 H -0.3089 1.5919 -2.9996  C1 1.076
10 H -1.1209 1.7879 -1.4032  C1 1.106
11 H 0.3469 -0.6796 -1.8180  C2 1.096
12 H 1.3965 0.6755 -1.7979  C2 1.101
13 H -1.5404 -1.3688 -0.6048  N3 1.087
14 H -1.5659 -2.1187 0.9263  N3 0.965
15 H 1.7643 1.1417 1.3337  C6 1.099
16 H 1.2002 2.3762 0.1491  C6 1.107
17 H 0.2076 2.0027 1.6504  C6 1.128
18 H -1.8779 -0.3069 2.5113  C7 1.152
19 H -0.1997 -0.8805 2.9724  C7 1.132
20 H -0.5570 0.9154 2.4694  C7 1.135
21 H 1.0379 -2.6770 -0.5122  O23 0.961
22 H 2.1649 -1.6241 -0.6037  O23 0.987
23 O 1.9798 -2.5904 -0.6802  H21 0.961, H22 0.987

Record 4
C6H15NO | ωB97M-V with the def2-TZVPD basis set

Summary:
Kohn-Sham gap, eV: 9.701
Energy relative to the best compared isomer or geometry (same formula, charge and spin), eV: 3.9607
Total charge: 0
SMILES: C=C(C)C[C@H](C)N.O

Last columns: bonded neighbours and bond lengths (Å).
Cartesian coordinates (Å):
1 C 0.9582 -0.2371 -2.5223  C2 1.334, H8 1.101, H9 1.040
2 C 0.2867 -0.0005 -1.3945  C1 1.334, C3 1.561, C4 1.608
3 C -0.1398 1.3870 -0.8210  C2 1.561, H10 0.980, H11 1.114, H12 1.016
4 C -0.2467 -1.1744 -0.4333  C2 1.608, C5 1.550, H13 1.096, H14 1.152
5 C 0.8848 -1.7238 0.4732  C4 1.550, C6 1.555, N7 1.489, H15 1.145
6 C 0.4501 -2.9057 1.3849  C5 1.555, H16 1.206, H17 1.146, H18 1.139
7 N 1.4861 -0.7586 1.4352  C5 1.489, H19 0.950, H20 1.044
8 H 1.3129 -1.2273 -2.8468  C1 1.101
9 H 1.1761 0.5007 -3.2222  C1 1.040
10 H -0.9537 1.2730 -0.2876  C3 0.980
11 H -0.3023 2.2241 -1.5377  C3 1.114
12 H 0.5580 1.8534 -0.2491  C3 1.016
13 H -0.7551 -2.0642 -0.8207  C4 1.096
14 H -1.1050 -0.7076 0.1763  C4 1.152
15 H 1.7017 -2.3419 -0.0380  C5 1.145
16 H -0.6951 -2.6965 1.7012  C6 1.206
17 H 0.3534 -3.9829 1.0067  C6 1.146
18 H 0.9307 -2.6615 2.3886  C6 1.139
19 H 2.0905 -0.0780 1.1649  N7 0.950
20 H 0.7856 -0.2024 1.9735  N7 1.044
21 O -2.7643 4.3833 1.0859  H22 0.884, H23 1.049
22 H -3.4959 4.2991 1.5750  O21 0.884
23 H -3.0495 3.9832 0.1596  O21 1.049